No. 1
DFT (ωB97M-V/def2-TZVPD) results for a molecular structure, C24H64FO8Zn in a non-equilibrium geometry.

Each line ends with the Mulliken charge.
CARTESIAN COORDINATES (ANGSTROEM)
Zn (-1.1069, -0.6339, -1.3054)  0.66
F (0.1955, 0.3770, -0.1232)  0.23
C (5.1073, -0.7026, -0.6928)  -1.41
C (4.0708, 0.4514, -0.6327)  0.66
C (3.8623, 1.0849, -1.9444)  -1.11
O (2.9516, -0.3598, -0.2483)  0.41
H (4.7206, -1.4603, -1.3743)  0.19
H (5.2851, -1.1513, 0.2845)  0.34
H (6.0835, -0.4416, -1.1015)  0.45
H (4.3623, 1.1654, 0.1376)  0.31
H (3.4524, 0.3703, -2.6580)  0.10
H (4.7451, 1.6761, -2.1880)  0.52
H (2.9914, 1.7252, -1.8043)  0.16
H (2.2039, 0.2104, -0.0546)  -0.66
C (1.7752, -2.6488, -3.7771)  -1.41
C (1.0188, -2.9183, -2.4729)  0.52
C (1.8452, -3.7025, -1.4508)  -1.07
O (0.5851, -1.6618, -1.9788)  0.38
H (2.7534, -2.2429, -3.5193)  0.30
H (1.2943, -1.8961, -4.4019)  0.24
H (1.8966, -3.5571, -4.3674)  0.46
H (0.1058, -3.4490, -2.7426)  0.48
H (2.5749, -3.0931, -0.9177)  0.05
H (2.3205, -4.4934, -2.0311)  0.55
H (1.2928, -4.2918, -0.7189)  0.10
H (1.4292, -1.2764, -1.7328)  -0.47
C (-0.5143, 4.5723, -0.2405)  -1.21
C (0.8873, 3.8998, -0.7091)  0.40
C (1.9138, 3.6335, 0.4863)  -0.87
O (0.5884, 2.7534, -1.4719)  -0.38
H (-1.1398, 4.5284, -1.1321)  0.28
H (-0.3981, 5.5843, 0.1474)  0.47
H (-0.9972, 4.0209, 0.5663)  0.15
H (1.1850, 4.6493, -1.4422)  0.35
H (1.6306, 2.6708, 0.9120)  0.04
H (1.7283, 4.3645, 1.2733)  0.46
H (2.9728, 3.5579, 0.2394)  0.20
H (0.4037, 2.0775, -0.8156)  -0.35
C (2.4382, -3.3318, 3.4140)  -1.62
C (1.8035, -1.9510, 3.0393)  1.05
C (2.7708, -0.8279, 2.8874)  -1.03
O (1.1149, -2.0392, 1.8974)  -0.04
H (1.8001, -4.2072, 3.2936)  0.31
H (2.7834, -3.3096, 4.4477)  0.42
H (3.3339, -3.5959, 2.8519)  0.34
H (1.0530, -1.7765, 3.8104)  -0.03
H (3.3647, -1.1801, 2.0440)  0.10
H (3.4083, -0.5386, 3.7228)  0.48
H (2.3667, 0.1228, 2.5395)  -0.02
H (1.5682, -1.5924, 1.1787)  -0.22
C (-0.9948, 2.7622, 4.1922)  -1.42
C (-0.8762, 1.2757, 3.7308)  1.10
C (-1.4930, 0.4191, 4.8630)  -1.35
O (-1.5084, 1.0235, 2.4379)  -0.40
H (-2.0565, 2.9751, 4.3169)  0.34
H (-0.6774, 3.3739, 3.3477)  0.28
H (-0.4676, 2.9697, 5.1233)  0.40
H (0.1974, 1.1307, 3.6111)  -0.16
H (-1.0415, 0.6514, 5.8275)  0.45
H (-1.1869, -0.6014, 4.6330)  0.12
H (-2.5758, 0.5421, 4.8860)  0.36
H (-0.9524, 1.1903, 1.6733)  -0.17
C (-2.6317, 1.4766, -4.3075)  -1.24
C (-1.2110, 0.7928, -4.2214)  0.44
C (-0.1325, 1.6526, -4.9110)  -1.45
O (-0.7717, 0.7410, -2.8334)  0.50
H (-3.2823, 0.8466, -3.7010)  0.21
H (-2.9987, 1.4550, -5.3337)  0.47
H (-2.6790, 2.4781, -3.8799)  0.25
H (-1.1602, -0.1505, -4.7651)  0.49
H (0.8553, 1.5658, -4.4584)  0.26
H (-0.3691, 2.7146, -4.9764)  0.42
H (0.0207, 1.3722, -5.9532)  0.41
H (-0.3756, 1.6055, -2.7018)  -0.09
C (-1.5160, -4.3844, 1.1058)  -1.35
C (-2.1149, -2.9651, 1.0365)  0.45
C (-2.7796, -2.2785, 2.2959)  -1.28
O (-1.1939, -1.9822, 0.5678)  0.54
H (-0.9632, -4.5002, 2.0381)  0.24
H (-0.9381, -4.5271, 0.1927)  0.19
H (-2.2338, -5.2041, 1.0744)  0.44
H (-2.8833, -3.1969, 0.2990)  0.42
H (-2.1439, -2.2628, 3.1811)  0.36
H (-3.6907, -2.8376, 2.5092)  0.40
H (-3.0481, -1.2323, 2.1495)  0.07
H (-0.6674, -1.7712, 1.3424)  -0.30
C (-4.9190, 0.2406, 0.3978)  -1.49
C (-4.0047, 0.8018, -0.6181)  0.76
C (-4.3159, 2.2525, -0.8730)  -1.34
O (-2.5880, 0.8137, -0.3491)  0.32
H (-5.9327, 0.5599, 0.1558)  0.48
H (-4.5931, 0.5591, 1.3879)  0.22
H (-5.0171, -0.8444, 0.3614)  0.31
H (-4.1606, 0.2421, -1.5404)  0.32
H (-3.6751, 2.6051, -1.6812)  0.11
H (-4.2643, 2.8602, 0.0303)  0.40
H (-5.3060, 2.3984, -1.3049)  0.48
H (-2.5649, 1.2263, 0.5174)  -0.21

## Properties
highest occupied orbital energy = -12.318 eV
2S+1 = 1
LUMO = -3.59 eV
HOMO-LUMO gap = 8.7 eV
net charge = +1
E_tot = -93436.06072 eV

No. 2
DFT (ωB97M-V/def2-TZVPD) results for a molecular structure, C21H46O9P2Si2 in a non-equilibrium geometry.

Each line ends with the Mulliken charge.
CARTESIAN COORDINATES (ANGSTROEM)
C (4.7175, -0.6235, 6.6732)  -1.45
C (4.2712, 0.7278, 6.1732)  0.87
C (4.4208, 1.8248, 7.0265)  -0.74
C (3.9912, 3.0743, 6.6165)  -0.48
C (3.4039, 3.2728, 5.3651)  0.49
C (2.9275, 4.6748, 5.0324)  -1.08
Si (1.2987, 4.9500, 5.9822)  0.44
C (1.3710, 6.4564, 7.1134)  -1.11
O (-0.0156, 5.0396, 4.9116)  -0.24
Si (-1.1476, 3.8267, 5.2513)  0.54
C (3.2852, 2.1950, 4.5037)  -0.32
C (3.7210, 0.9397, 4.9252)  -0.58
H (5.4998, -0.5112, 7.4244)  0.35
H (3.9007, -1.1506, 7.1767)  0.27
H (5.0674, -1.2768, 5.8732)  0.37
H (4.8541, 1.7305, 8.0152)  0.33
H (4.1211, 3.9132, 7.2940)  0.32
H (2.8089, 4.8395, 3.9625)  0.31
H (3.6506, 5.3583, 5.4835)  0.44
H (1.1033, 3.7919, 6.8762)  -0.12
H (0.8695, 7.3149, 6.6628)  0.32
H (2.4096, 6.6630, 7.3705)  0.31
H (0.7949, 6.2175, 8.0110)  0.33
H (-0.9562, 3.2931, 6.6088)  -0.11
H (-2.5364, 4.3157, 5.1556)  -0.19
H (-0.9795, 2.7533, 4.2485)  -0.16
H (2.8518, 2.3271, 3.5192)  0.42
H (3.6138, 0.1137, 4.2285)  0.38
O (2.8131, 1.8162, -1.0458)  -0.79
P (1.4867, 1.5557, -1.6550)  1.06
O (1.3035, 2.6829, -2.8138)  -0.36
C (2.1493, 2.6356, -3.9611)  -0.33
C (1.8505, 1.4419, -4.8519)  -0.91
O (0.4641, 2.1376, -0.5261)  -0.38
C (0.9339, 2.5370, 0.7600)  -0.25
C (1.3321, 3.9980, 0.7776)  -0.57
O (0.3022, 0.5625, -2.2113)  -0.24
C (0.5258, -0.8609, -2.1712)  0.25
C (0.8981, -1.3567, -0.7877)  -1.27
H (3.1977, 2.6318, -3.6491)  0.28
H (1.9727, 3.5582, -4.5131)  0.34
H (2.1820, 0.5113, -4.3810)  0.18
H (2.3731, 1.5328, -5.8046)  0.43
H (0.7807, 1.3558, -5.0397)  0.23
H (1.7471, 1.8885, 1.0878)  0.34
H (0.1122, 2.3852, 1.4629)  0.28
H (1.9557, 4.2734, -0.0723)  0.30
H (1.8672, 4.2472, 1.6957)  -0.10
H (0.4424, 4.6278, 0.7213)  0.30
H (1.3043, -1.1268, -2.8921)  0.29
H (-0.3979, -1.3355, -2.4975)  -0.19
H (1.8557, -0.9385, -0.4584)  0.44
H (0.9915, -2.4428, -0.7846)  0.43
H (0.1450, -1.0618, -0.0566)  0.29
O (-2.6552, -4.8579, -5.7269)  -0.77
P (-3.8003, -4.7402, -4.7924)  1.14
O (-3.1905, -4.0878, -3.4307)  -0.41
C (-2.7177, -2.7445, -3.4639)  -0.19
C (-3.8461, -1.7412, -3.6287)  -0.98
O (-4.0102, -6.2800, -4.3009)  -0.33
C (-3.3125, -7.3576, -4.9236)  -0.31
C (-1.9764, -7.6205, -4.2563)  -1.03
O (-5.3692, -4.4138, -4.4348)  -0.31
C (-6.2381, -3.9769, -5.4992)  -0.22
C (-6.2437, -4.9342, -6.6749)  -1.15
H (-1.9770, -2.6291, -4.2619)  0.24
H (-2.2130, -2.5673, -2.5141)  0.21
H (-4.2588, -1.7829, -4.6412)  0.20
H (-3.4858, -0.7253, -3.4614)  0.41
H (-4.6562, -1.9513, -2.9314)  0.29
H (-3.1935, -7.1736, -5.9911)  0.32
H (-3.9473, -8.2404, -4.8271)  0.36
H (-1.4130, -6.7012, -4.1003)  0.28
H (-1.3739, -8.3052, -4.8548)  0.34
H (-2.1284, -8.0664, -3.2717)  0.28
H (-5.9406, -2.9757, -5.8237)  0.26
H (-7.2381, -3.8987, -5.0757)  0.34
H (-5.2589, -4.9855, -7.1522)  0.36
H (-6.9608, -4.6083, -7.4283)  0.40
H (-6.5017, -5.9421, -6.3501)  0.27

## Properties
highest occupied orbital energy = -8.471 eV
2S+1 = 1
LUMO = 0.33 eV
HOMO-LUMO gap = 8.8 eV
net charge = 0
E_tot = -75288.18343 eV

No. 3
DFT (ωB97M-V/def2-TZVPD) results for a molecular structure, C49H61N4O2SSc.

Each line ends with the Mulliken charge.
CARTESIAN COORDINATES (ANGSTROEM)
Sc (-0.4180, -0.0717, 1.2051)  -1.13
C (-0.1542, 2.9810, -5.8672)  -1.71
C (1.0161, 2.6661, -4.9236)  1.72
C (1.9142, 3.9029, -4.7811)  -1.66
C (1.8356, 1.5267, -5.5263)  -1.97
C (0.4620, 2.2940, -3.5576)  -0.66
C (0.6709, 1.0971, -2.9574)  -0.99
C (0.1250, 0.8542, -1.6598)  -0.45
N (0.1325, -0.2878, -0.9749)  1.09
C (0.4625, -1.5314, -1.3506)  0.00
C (0.7471, -1.9901, -2.6718)  -1.29
C (1.1776, -3.2614, -2.8681)  -0.70
C (1.3407, -4.1031, -1.7184)  -0.16
C (0.9958, -3.7803, -0.4337)  -0.78
C (0.4804, -2.4579, -0.2376)  0.43
O (0.0617, -2.0276, 0.9104)  0.47
C (1.1182, -4.7814, 0.7133)  2.56
C (1.8990, -4.1744, 1.8882)  -1.47
C (1.8593, -6.0492, 0.2821)  -2.28
C (-0.2943, -5.1843, 1.1505)  -1.37
C (1.4796, -3.8463, -4.2406)  1.79
C (2.9483, -4.2900, -4.2861)  -1.68
C (0.5655, -5.0574, -4.4784)  -1.65
C (1.2420, -2.8263, -5.3530)  -2.08
C (-0.5252, 1.9294, -0.9202)  1.16
O (-0.8295, 1.6836, 0.3108)  -0.31
C (-0.8173, 3.1591, -1.5817)  -0.37
C (-0.3266, 3.2654, -2.8568)  -0.11
C (-1.6179, 4.3403, -1.0156)  2.40
C (-2.0473, 4.1826, 0.4434)  -1.97
C (-2.8827, 4.5065, -1.8715)  -1.70
C (-0.7657, 5.6147, -1.1067)  -1.76
H (0.2312, 3.2349, -6.8550)  0.48
H (-0.7450, 3.8312, -5.5248)  0.34
H (-0.8194, 2.1229, -5.9734)  0.37
H (2.3072, 4.1851, -5.7582)  0.46
H (2.7597, 3.7054, -4.1205)  0.36
H (1.3711, 4.7640, -4.3900)  0.36
H (2.2200, 1.8300, -6.4996)  0.50
H (1.2304, 0.6304, -5.6809)  0.38
H (2.6950, 1.2684, -4.9040)  0.36
H (1.2952, 0.3558, -3.4241)  1.25
H (0.5623, -1.3491, -3.5153)  1.34
H (1.7357, -5.0917, -1.8992)  0.51
H (2.9184, -3.9303, 1.5805)  0.30
H (1.9669, -4.9065, 2.6939)  0.58
H (1.4270, -3.2774, 2.2861)  -0.03
H (2.8676, -5.8354, -0.0778)  0.44
H (1.3236, -6.6037, -0.4896)  0.45
H (1.9519, -6.7116, 1.1426)  0.44
H (-0.8773, -4.3145, 1.4360)  -0.14
H (-0.2474, -5.8620, 2.0043)  0.50
H (-0.8148, -5.6968, 0.3402)  0.38
H (3.1709, -5.0617, -3.5485)  0.32
H (3.6212, -3.4482, -4.1146)  0.37
H (3.1735, -4.7074, -5.2676)  0.48
H (0.7270, -5.8440, -3.7404)  0.35
H (0.7679, -5.4880, -5.4594)  0.45
H (-0.4865, -4.7703, -4.4458)  0.36
H (1.8921, -1.9543, -5.2490)  0.41
H (0.2039, -2.4898, -5.3849)  0.39
H (1.4640, -3.2824, -6.3172)  0.53
H (-0.5196, 4.1900, -3.3840)  0.47
H (-2.6674, 3.3017, 0.6045)  0.00
H (-2.6311, 5.0620, 0.7201)  0.62
H (-1.1914, 4.1225, 1.1127)  0.35
H (-3.5184, 3.6205, -1.8134)  0.26
H (-2.6495, 4.6822, -2.9219)  0.35
H (-3.4609, 5.3594, -1.5144)  0.50
H (0.1622, 5.5088, -0.5424)  0.38
H (-1.3211, 6.4543, -0.6874)  0.49
H (-0.5116, 5.8779, -2.1333)  0.34
C (-2.0512, -2.5968, 3.3738)  -1.88
C (-2.6214, -1.3006, 2.8717)  1.33
C (-3.0807, -0.3446, 3.7668)  -0.65
C (-3.7312, 0.8099, 3.3328)  0.40
C (-4.2988, 1.7726, 4.3312)  -1.81
C (-3.8813, 1.0312, 1.9685)  -0.20
C (-3.4145, 0.1148, 1.0322)  1.15
C (-3.6505, 0.3306, -0.4365)  -1.45
C (-2.7756, -1.0467, 1.4939)  -1.21
H (-2.5919, -2.9220, 4.2614)  0.58
H (-0.9973, -2.5068, 3.6500)  0.17
H (-2.1332, -3.3763, 2.6232)  0.42
H (-2.9792, -0.5241, 4.8314)  0.45
H (-5.2906, 1.4409, 4.6447)  0.45
H (-4.4032, 2.7702, 3.9068)  0.38
H (-3.6754, 1.8258, 5.2229)  0.41
H (-4.3922, 1.9246, 1.6285)  0.49
H (-4.6957, 0.1338, -0.6812)  0.54
H (-3.0425, -0.3378, -1.0493)  0.23
H (-3.4351, 1.3605, -0.7231)  0.00
H (-2.5361, -1.8321, 0.7790)  0.83
N (1.5785, 1.6529, 4.7608)  -0.04
C (0.6874, 2.3102, 5.6543)  -0.10
C (1.0450, 2.5139, 6.9731)  -0.79
C (0.1647, 3.1768, 7.8193)  -0.63
C (-1.0672, 3.6011, 7.3469)  -0.94
C (-1.4309, 3.3604, 6.0282)  -0.59
C (-0.5432, 2.7250, 5.1725)  0.79
S (-0.9159, 2.5368, 3.4623)  0.10
N (0.0317, 1.1401, 3.0749)  0.12
C (1.1812, 1.0003, 3.6584)  0.78
C (2.1817, 0.1153, 2.9906)  0.29
C (3.3189, -0.3613, 3.6184)  -0.83
C (4.2731, -1.0200, 2.8541)  -0.82
C (4.0517, -1.1740, 1.4990)  -1.07
C (2.8548, -0.7236, 0.9629)  -0.10
N (1.9263, -0.1025, 1.6893)  0.65
H (2.5415, 1.5713, 5.0418)  0.31
H (2.0043, 2.1700, 7.3390)  0.41
H (0.4444, 3.3578, 8.8472)  0.41
H (-1.7514, 4.1200, 8.0032)  0.43
H (-2.3927, 3.6918, 5.6596)  0.54
H (3.4647, -0.2392, 4.6825)  0.53
H (5.1767, -1.3975, 3.3125)  0.48
H (4.7786, -1.6515, 0.8578)  0.52
H (2.6337, -0.8666, -0.0862)  0.54

## Properties
highest occupied orbital energy = -12.761 eV
2S+1 = 1
LUMO = -7.33 eV
energy relative to the best compared isomer or geometry (same formula, charge and spin) = 0.00 kcal/mol
HOMO-LUMO gap = 5.4 eV
net charge = +2
E_tot = -93387.54941 eV

Q: E_tot of number 2 (C21H46O9P2Si2)?
A: -75288.18343 eV

Q: What is the 2S+1 in the first record?
A: 1